# 1
A molecular structure, C53H75As3CrGe3O2 at a distorted geometry. Source: the Open Molecules 2025 dataset; level of theory: wB97M-V/def2-TZVPD.

The geometry in ORCA input format:
```
! RIJCOSX wB97M-V def2-TZVPD def2/J DEFGRID3
* xyz 2 3
Cr -0.0165 0.0012 0.1052
C -0.4910 2.7130 2.6824
As -1.2195 2.1970 0.9544
C -1.3144 4.0095 0.2601
C -3.1567 2.0081 1.1318
C -3.8320 1.1665 2.2234
C -5.3256 1.1376 1.8495
C -3.3680 -0.2953 2.2327
As -1.4970 -0.8463 2.1134
C -0.7579 -0.5280 3.8883
C -1.9355 -2.7289 2.3522
C -3.6585 1.8450 3.5977
As -4.8472 1.2271 5.0630
C -4.4885 2.7659 6.2100
C -3.6286 0.0073 6.0025
H -1.1828 3.4080 3.1495
H 0.4482 3.2286 2.4845
H -0.3036 1.8738 3.3377
H -1.5931 4.6063 1.1261
H -2.0943 4.0636 -0.4873
H -0.3777 4.3633 -0.1492
H -3.4528 1.6567 0.1393
H -3.5171 3.0335 1.2128
H -5.4563 0.7976 0.8183
H -5.7637 2.1352 1.9381
H -5.8890 0.4730 2.5033
H -3.8216 -0.8171 1.3913
H -3.7279 -0.7894 3.1358
H -0.7906 -1.4685 4.4330
H -1.3642 0.1997 4.4148
H 0.2702 -0.1826 3.8299
H -2.4684 -2.7921 3.2990
H -1.0532 -3.3598 2.3817
H -2.5769 -3.0744 1.5479
H -3.9076 2.9049 3.4865
H -2.6266 1.8051 3.9451
H -4.9977 3.6473 5.8219
H -3.4178 2.9645 6.2850
H -4.8803 2.5543 7.2044
H -3.4394 -0.9006 5.4295
H -4.1176 -0.2857 6.9316
H -2.6829 0.4943 6.2513
C 3.0252 1.3324 2.9141
C 2.4899 0.8129 1.6165
O 1.2788 0.5280 1.5711
C 3.3495 0.6304 0.4701
C 4.7113 0.9800 0.5382
C 5.5415 0.7961 -0.5401
C 5.0250 0.2316 -1.7135
C 3.6973 -0.1286 -1.8025
C 2.8427 0.0878 -0.7246
O 1.5469 -0.2478 -0.8844
H 2.2422 1.3117 3.6663
H 3.3719 2.3621 2.7902
H 3.8788 0.7432 3.2544
H 5.1098 1.4078 1.4490
H 6.5845 1.0755 -0.4813
H 5.6785 0.0684 -2.5615
H 3.2932 -0.5862 -2.6955
C -0.9159 -3.4629 -3.5592
C -0.9000 -2.0016 -3.0903
Ge -1.4189 -1.6741 -1.2073
C -3.3873 -1.7049 -1.0201
C -4.0734 -2.2905 -2.2623
C -0.9669 -3.4690 -0.5410
C 0.1982 -3.9463 -0.0980
Ge 1.6043 -2.7365 0.4690
C 1.8483 -2.3787 2.3775
C 2.7827 -3.3596 3.1097
C 3.3033 -2.9078 -0.4265
C 3.8893 -4.3364 -0.3930
C 0.4968 -5.4104 -0.0175
C -0.1099 -6.2785 -0.9297
C 0.1015 -7.6463 -0.8510
C 0.9352 -8.1736 0.1279
C 1.5615 -7.3233 1.0264
C 1.3396 -5.9556 0.9454
H -0.6444 -3.5122 -4.6163
H -1.8992 -3.9272 -3.4600
H -0.2004 -4.0765 -3.0119
H -1.5548 -1.4070 -3.7259
H 0.0992 -1.5857 -3.2171
H -3.7929 -0.7204 -0.7903
H -3.5952 -2.3368 -0.1539
H -3.8219 -1.7427 -3.1739
H -5.1593 -2.2613 -2.1506
H -3.7944 -3.3331 -2.4230
H -1.7332 -4.2197 -0.7633
H 0.8727 -2.3345 2.8522
H 2.2793 -1.3850 2.4436
H 2.3339 -4.3304 3.2913
H 3.0046 -2.9302 4.0881
H 3.7340 -3.5046 2.5974
H 3.9943 -2.1938 0.0226
H 3.1535 -2.6092 -1.4634
H 4.1101 -4.6846 0.6147
H 4.8267 -4.3306 -0.9510
H 3.2293 -5.0640 -0.8594
H -0.7417 -5.8815 -1.7144
H -0.3800 -8.3041 -1.5635
H 1.0997 -9.2422 0.1840
H 2.2179 -7.7234 1.7894
H 1.8335 -5.3050 1.6488
C 0.9313 0.3261 -6.6179
C 1.8917 0.5599 -5.6426
C 1.5029 0.8105 -4.3321
C 0.1554 0.8210 -3.9695
C -0.7995 0.6047 -4.9662
C -0.4153 0.3601 -6.2793
Ge -0.3728 1.4160 -2.1791
C -2.1459 2.1783 -2.5071
C -2.2810 3.5250 -2.8590
C -3.5044 4.0309 -3.2814
C -4.6145 3.1998 -3.3693
C -4.4911 1.8538 -3.0523
C -3.2630 1.3537 -2.6331
C 0.9409 2.8726 -1.9104
C 1.6699 3.1129 -0.7481
C 2.6315 4.1133 -0.6754
C 2.8734 4.9174 -1.7812
C 2.1457 4.7127 -2.9456
C 1.2027 3.6930 -3.0139
H 1.2298 0.1351 -7.6413
H 2.9428 0.5681 -5.9067
H 2.2619 1.0483 -3.5985
H -1.8568 0.6441 -4.7336
H -1.1704 0.2064 -7.0404
H -1.4296 4.1942 -2.8104
H -3.5892 5.0769 -3.5496
H -5.5654 3.5968 -3.7002
H -5.3432 1.1910 -3.1470
H -3.1747 0.2966 -2.4308
H 1.4649 2.5346 0.1416
H 3.1864 4.2720 0.2429
H 3.6214 5.6993 -1.7364
H 2.3150 5.3449 -3.8089
H 0.6701 3.5386 -3.9462
*
```

Computed properties:
- E_LUMO (alpha / beta): -6.9 / -6.9 eV
- E_HOMO (alpha / beta): -12.6 / -12.6 eV
- Gap between HOMO and LUMO (alpha / beta): 5.735 / 5.714 eV

These are the Löwdin partial charges, in e, on atoms 1 to 99: 0.112, -0.246, 1.158, -0.217, -0.299, -0.655, -0.076, -0.299, 1.156, -0.250, -0.244, -0.370, 1.145, -0.339, -0.346, 0.044, 0.043, -0.006, 0.052, 0.022, 0.031, 0.068, 0.091, 0.087, 0.099, 0.062, 0.056, 0.073, 0.048, 0.001, 0.009, 0.048, 0.025, 0.024, 0.081, 0.039, 0.024, 0.027, 0.027, -0.002, 0.026, 0.021, 0.030, -0.369, -0.187, -0.115, 0.005, -0.031, -0.007, -0.023, -0.330, -0.286, 0.088, 0.112, 0.108, 0.121, 0.121, 0.127, 0.123, -0.138, -0.350, 0.831, -0.377, -0.143, -0.265, -0.334, 1.205, -0.301, -0.111, -0.309, -0.118, -0.244, -0.028, -0.048, -0.058, -0.054, -0.070, 0.082, 0.062, 0.050, 0.040, 0.046, 0.029, 0.043, 0.065, 0.082, 0.065, 0.090, 0.026, 0.042, 0.065, 0.089, 0.072, 0.073, 0.070, 0.064, 0.087, 0.071, 0.101

=====

# 2
18 unconnected molecules or ions with the total composition C53H78Cl26O16P at a distorted geometry. Source: the Open Molecules 2025 dataset; level of theory: wB97M-V/def2-TZVPD.

The geometry in ORCA input format:
```
! RIJCOSX wB97M-V def2-TZVPD def2/J DEFGRID3
* xyz 1 1
C 5.4627 -1.5690 -1.0027
C 4.0989 -0.9403 -1.2858
C 2.9677 -1.4165 -0.3440
C 1.6665 -0.8310 -0.8851
P 0.2240 -0.8472 0.1965
C 0.6905 -0.0977 1.7515
C 1.2608 1.3113 1.7363
C 1.9738 1.6334 3.0533
C 0.9263 1.7636 4.1662
C -1.0246 0.2226 -0.5643
C -2.4533 0.1800 -0.0264
C -3.4220 0.5553 -1.1478
C -4.8199 0.7053 -0.5389
C -0.2611 -2.5239 0.6162
C -1.2365 -3.2209 -0.3368
C -1.3501 -4.7044 0.0311
C -2.0838 -5.4719 -1.0412
H 5.6672 -1.8466 0.0354
H 6.2569 -0.8765 -1.2857
H 5.5469 -2.4868 -1.5856
H 3.8713 -1.1671 -2.3277
H 4.0481 0.1469 -1.1445
H 3.1885 -1.0061 0.6450
H 2.9580 -2.5073 -0.3174
H 1.3514 -1.4345 -1.7462
H 1.7873 0.2086 -1.2058
H 1.3247 -0.8133 2.2708
H -0.2874 -0.0412 2.2522
H 0.4779 2.0667 1.6431
H 1.9520 1.4076 0.8904
H 2.5694 2.5262 2.8979
H 2.6138 0.7933 3.3495
H 0.1798 2.4934 3.8619
H 1.3974 2.2300 5.0307
H 0.4731 0.8227 4.4698
H -0.9564 -0.0720 -1.6274
H -0.5279 1.1984 -0.6296
H -2.5264 0.9257 0.7707
H -2.7318 -0.7895 0.3811
H -3.4184 -0.2628 -1.8710
H -3.2227 1.4791 -1.6880
H -4.8818 1.4195 0.2865
H -5.1762 -0.2270 -0.0833
H -5.5714 0.9988 -1.2744
H -0.7374 -2.4679 1.6028
H 0.6527 -3.0914 0.8254
H -0.8820 -3.0237 -1.3606
H -2.2172 -2.7387 -0.3132
H -1.9349 -4.6974 0.9565
H -0.3516 -5.1203 0.1828
H -2.3974 -6.4714 -0.7616
H -1.5584 -5.4550 -1.9952
H -3.0243 -4.9519 -1.2737
C -10.5961 3.9636 1.2489
C -9.2694 3.8801 1.1191
C -8.5410 2.6144 0.7237
O -7.3463 2.6557 0.6032
C -9.3310 1.4129 0.7679
C -10.6566 1.4655 0.9410
C -11.4096 2.7746 0.9822
O -12.6019 2.7994 0.7996
O -11.3565 0.3595 0.9410
O -8.4479 4.9319 1.2239
H -11.0476 4.8704 1.6252
H -8.9457 0.3999 0.7208
H -12.2777 0.5659 1.1770
H -7.5751 4.5905 0.9300
C 5.5087 7.7324 4.4622
C 5.3803 6.5107 4.9651
C 4.4307 6.1207 6.0583
O 4.4361 4.9947 6.4827
C 3.4463 7.1333 6.3916
C 3.4787 8.3356 5.8253
C 4.6182 8.7831 4.9523
O 4.6983 9.9411 4.6128
O 2.5011 9.2123 5.9779
O 6.1862 5.5295 4.5201
H 6.2699 7.9630 3.7313
H 2.6149 6.8207 7.0101
H 2.7413 10.0058 5.4612
H 5.9576 4.6970 4.9716
C 4.6118 4.3719 -0.5461
C 5.4160 4.1626 -1.5918
C 6.8901 4.5516 -1.5950
O 7.5206 4.4707 -2.6221
C 7.4089 5.1017 -0.3608
C 6.6195 5.2831 0.6931
C 5.1603 4.9134 0.6931
O 4.5141 5.0219 1.7022
O 7.0815 5.9043 1.7647
O 5.0144 3.6828 -2.7749
H 3.5656 4.0933 -0.5182
H 8.4441 5.4079 -0.2946
H 6.4468 5.9822 2.5005
H 5.7733 3.6758 -3.3945
C 0.3601 2.3453 -3.6109
C 1.6994 2.2913 -3.5662
C 2.5631 2.0002 -4.7579
O 3.7668 1.9578 -4.7158
C 1.8158 1.7571 -5.9877
C 0.4879 1.7662 -6.0480
C -0.3654 2.0501 -4.8436
O -1.5547 2.0728 -4.9437
O -0.1678 1.6576 -7.1883
O 2.3343 2.6354 -2.4428
H -0.1951 2.6099 -2.7216
H 2.3833 1.5877 -6.8946
H -1.1201 1.6207 -6.9714
H 3.3028 2.6568 -2.5951
C -4.4392 -2.3225 3.5181
Cl -2.9261 -3.2525 3.3871
Cl -4.4568 -0.7104 2.8533
H -5.2096 -2.8897 3.0039
H -4.7385 -2.3235 4.5604
C -3.6544 4.5298 -1.2952
Cl -2.2956 3.9354 -2.2809
Cl -3.3620 4.2833 0.4273
H -3.7374 5.5918 -1.4786
H -4.5296 3.9947 -1.6383
C -6.0764 -4.1481 -0.9812
Cl -7.4715 -3.9992 0.0764
Cl -6.3314 -3.3542 -2.5484
H -5.1591 -3.7853 -0.5306
H -5.9407 -5.1970 -1.2293
C 4.4090 -1.0607 -6.5934
Cl 3.7775 -1.4791 -4.9795
Cl 6.1614 -1.0965 -6.6808
H 4.0250 -1.8125 -7.2687
H 4.0528 -0.0680 -6.8254
C -3.5021 -7.0542 -4.4525
Cl -3.2449 -6.7964 -6.1881
Cl -4.4016 -5.6687 -3.7665
H -4.0366 -7.9729 -4.2666
H -2.5197 -6.9887 -4.0030
C 9.3385 0.8292 0.0156
Cl 9.3498 -0.7705 0.7924
Cl 7.6887 1.1705 -0.5508
H 9.6218 1.5554 0.7651
H 10.0227 0.8232 -0.8213
C -3.7076 -8.3782 1.7214
Cl -2.5214 -9.1334 0.6272
Cl -4.3339 -6.9028 0.9729
H -4.5360 -9.0510 1.8921
H -3.1750 -8.1538 2.6353
C -2.6225 3.7108 4.1189
Cl -2.2835 3.8934 5.8279
Cl -2.3700 2.0108 3.6170
H -3.6641 3.9381 3.9270
H -1.9939 4.3433 3.5030
C 2.4568 -4.7514 -3.7179
Cl 1.2568 -4.9322 -5.0051
Cl 1.6147 -4.2061 -2.2843
H 2.9562 -5.7173 -3.7158
H 3.2374 -4.0303 -3.9434
C -1.3277 -2.7404 -4.3730
Cl -2.8932 -2.0358 -3.9371
Cl -0.1190 -1.4208 -4.4322
H -1.0047 -3.4968 -3.6726
H -1.4507 -3.0771 -5.3924
C 1.6697 -1.9877 4.8369
Cl 0.0144 -2.1845 4.2431
Cl 2.8928 -2.2440 3.5504
H 1.7929 -1.0006 5.2599
H 1.8306 -2.8005 5.5304
C 1.2264 -5.8910 3.1957
Cl 2.9557 -5.8843 2.8517
Cl 0.3996 -7.0504 2.1280
H 1.0369 -6.2401 4.2043
H 0.7986 -4.8985 3.0961
C 0.3044 -8.4997 -1.5379
Cl 0.3415 -7.2444 -2.7931
Cl 1.9468 -9.1608 -1.3527
H 0.0556 -8.0838 -0.5711
H -0.3747 -9.2743 -1.8646
*
```

Computed properties:
- E_LUMO: -3.1 eV
- Energy relative to the best compared isomer or geometry (same formula, charge and spin): 0.00 kcal per mole
- E_HOMO: -11.0 eV
- Gap between HOMO and LUMO: 7.890 eV

These are the Löwdin partial charges, in e, on atoms 1 to 99: -0.102, -0.251, -0.243, -0.285, 1.012, -0.322, -0.230, -0.229, -0.122, -0.244, -0.243, -0.249, -0.121, -0.270, -0.245, -0.270, -0.166, 0.077, 0.006, 0.074, 0.047, 0.105, 0.096, 0.087, 0.047, 0.086, 0.001, 0.078, 0.111, 0.104, 0.106, 0.089, 0.020, 0.080, 0.044, 0.085, 0.098, 0.076, 0.077, 0.060, 0.063, 0.048, 0.054, 0.075, 0.032, 0.101, 0.076, 0.103, 0.077, 0.069, 0.008, 0.022, 0.041, 0.077, -0.232, -0.326, 0.103, 0.069, -0.251, -0.315, 0.133, 0.134, 0.099, 0.137, 0.139, 0.135, 0.111, 0.080, -0.223, -0.327, 0.126, 0.072, -0.244, -0.307, 0.130, 0.126, 0.082, 0.138, 0.139, 0.128, 0.130, 0.075, -0.215, -0.341, 0.119, 0.064, -0.235, -0.318, 0.122, 0.112, 0.070, 0.125, 0.142, 0.079, 0.134, 0.043, -0.221, -0.331, 0.112

=====

# 3
A molecular structure, C53H80F4N10O10S4 at a distorted geometry. Source: the Open Molecules 2025 dataset; level of theory: wB97M-V/def2-TZVPD.

The geometry in ORCA input format:
```
! RIJCOSX wB97M-V def2-TZVPD def2/J DEFGRID3
* xyz 6 1
C 0.2655 4.5252 1.9662
C -0.5175 6.3280 0.4150
C -0.8831 5.5438 1.6357
C -7.5963 16.0788 7.3211
C -6.5632 16.3016 8.3910
C -6.1611 15.1066 9.0855
N 0.4651 6.1352 -0.3361
O 1.2357 6.1219 -1.1533
C -4.6840 14.9110 8.9457
C -7.1064 14.1896 9.6109
C -1.7500 7.2877 0.1666
H 0.8623 4.9228 2.8364
H 0.9063 4.1829 1.1320
H -0.3703 3.6115 2.0737
H -1.0008 6.1753 2.5462
H -2.0483 5.1936 1.5505
H -7.3373 16.5952 6.3766
H -8.2790 15.3361 7.4642
H -5.8437 17.0981 8.6319
H -1.9283 3.1083 9.2724
H -4.5172 15.1046 10.0679
H -4.3030 15.6760 8.2079
H -4.4728 14.0643 8.5492
H -6.6303 13.1799 9.9688
H -8.1984 14.1009 9.3205
H -7.4249 14.8815 10.4322
H -1.6734 8.0884 0.9343
H -2.4653 6.8359 0.6787
H -2.0751 7.7216 -0.7336
C 0.3301 -12.6325 -8.0171
C 1.4511 -12.4887 -7.6193
N 2.7647 -12.6144 -7.3621
C 3.4598 -11.9504 -8.6866
C 10.2582 -10.1325 8.9962
C 9.1697 -10.8989 8.6853
C 3.4671 -13.5948 -6.6510
C 2.5749 -14.3030 -5.8443
O 14.1963 -19.9307 -14.7244
C 13.7459 -19.1266 -15.3013
H -0.6020 -12.0327 -8.3760
H -3.3755 -5.1311 -1.4551
H 6.0286 -8.9140 -13.4983
H 1.1696 -16.2881 -9.8770
H -4.4802 -6.7885 -10.7733
H 2.8834 -11.2999 -9.3269
H 3.9804 -12.9216 -9.0181
H 4.0708 -11.1379 -8.2106
H 1.0640 7.8067 9.8971
H 11.2664 -10.4775 8.8052
H 9.3393 -11.9150 8.2376
H 8.1867 -10.5816 8.6322
H 10.1978 -9.2527 9.6823
H 4.5858 -13.9162 -7.2857
H 1.0962 -13.0861 -9.0332
H 2.8176 -15.0728 -4.9804
H 1.5637 -13.9817 -5.8525
H 14.4394 11.5406 -2.6517
H 9.1757 -0.8915 8.6452
H 13.3849 -18.0608 -15.4415
C -0.6275 -3.2206 0.1352
N -1.8714 -3.0874 0.9211
C -1.9264 -2.8509 2.2627
C -3.0865 -2.8272 2.9946
C -4.3228 -2.9595 2.2862
C -4.2928 -3.2093 0.9037
C -3.0523 -3.2842 0.2829
C -5.6380 -2.7547 2.9510
C -5.9544 -1.5886 3.5564
C -7.2529 -1.5278 4.0483
N -8.1935 -2.5014 3.8289
C -7.8490 -3.6398 3.2831
C -6.5865 -3.8188 2.8289
C -9.5321 -2.3150 4.3685
H -0.6299 -4.0838 -0.5071
H 0.2154 -3.3789 0.7618
H -0.3717 -2.3706 -0.5635
H -0.9112 -2.6334 2.6448
H -3.0661 -2.6580 4.0441
H -5.1791 -3.2500 0.2603
H -2.9501 -3.4960 -0.7475
H -5.2775 -0.7358 3.6321
H -7.6367 -0.6526 4.5665
H -8.5717 -4.3849 3.0185
H -6.3969 -4.7170 2.2912
H -10.0180 -3.2781 4.5839
H -10.1535 -1.8344 3.5921
H -9.5108 -1.6913 5.2707
C -10.8530 5.4397 -11.3189
N -10.0722 4.5583 -10.4292
C -10.5710 3.4978 -9.8618
C -9.8390 2.7513 -8.9397
C -8.4976 3.1570 -8.7003
C -7.9351 4.2782 -9.4288
C -8.7636 5.0436 -10.1848
C -7.6298 2.3550 -7.7818
C -6.7432 1.4768 -8.4804
C -5.9868 0.5739 -7.7779
N -6.1278 0.5522 -6.4099
C -6.8105 1.4836 -5.7599
C -7.5907 2.4247 -6.4004
C -5.3764 -0.4506 -5.6584
H -11.9182 5.3126 -10.9635
H -10.7307 5.1776 -12.3386
H -10.5865 6.5031 -11.1072
H -11.6772 3.3646 -10.0862
H -10.1420 1.8426 -8.3890
H -6.9765 4.6777 -9.2271
H -8.5370 6.0323 -10.4884
H -6.7392 1.4959 -9.5500
H -5.3928 -0.1857 -8.2404
H -6.7371 1.3739 -4.6466
H -8.2415 3.1589 -5.8951
H -5.6564 -0.4358 -4.6285
H -4.2960 -0.3403 -5.7944
H -5.7165 -1.4295 -6.0185
C 16.5991 0.9524 6.5722
N 15.2200 1.0713 5.9725
C 14.5155 2.2564 5.8729
C 13.3377 2.3071 5.1936
C 12.7449 1.1142 4.7254
C 13.4643 -0.0793 4.8456
C 14.6740 -0.0084 5.4868
C 11.3534 1.1227 4.0477
C 11.0562 0.3166 2.8883
C 9.7401 0.1861 2.5040
N 8.7476 0.7712 3.0785
C 8.9757 1.5932 4.1663
C 10.2537 1.7773 4.6928
C 7.2728 0.6672 2.6511
H 16.6156 0.2217 7.3562
H 16.8420 1.9127 7.0238
H 17.2692 0.7133 5.7512
H 14.9253 3.1071 6.4650
H 12.8800 3.2669 5.1264
H 12.9865 -1.0068 4.5532
H 15.2034 -0.8986 5.6363
H 11.8537 -0.1693 2.3670
H 9.4029 -0.3721 1.6196
H 8.1396 2.0386 4.5653
H 10.3703 2.4111 5.5798
H 6.6238 0.3322 3.4566
H 7.1770 -0.1385 1.8817
H 6.9780 1.6849 2.4203
N -6.5648 -0.8918 -2.6079
S -6.2916 -2.3255 -2.0972
O -7.2302 -2.8811 -1.1700
O -4.9672 -2.6375 -1.7273
F -6.4757 -3.1581 -3.4429
S -6.6126 0.2868 -1.5596
O -6.6826 1.4549 -2.3235
O -5.7127 0.0711 -0.4373
F -7.9964 0.0416 -0.8151
N 3.2337 0.7323 3.9771
S 3.2202 2.3055 3.6571
O 2.2334 2.6757 2.7180
O 4.5391 2.9039 3.5730
F 2.6394 2.8267 5.0630
S 3.8086 -0.1212 2.8525
O 4.8553 0.4095 2.0595
O 2.8640 -0.8837 2.1309
F 4.5905 -1.2317 3.7025
*
```

Computed properties:
- E_LUMO: -10.5 eV
- E_HOMO: -11.1 eV
- Gap between HOMO and LUMO: 0.580 eV

These are the Löwdin partial charges, in e, on atoms 1 to 99: -0.094, -0.176, -0.181, 0.232, -0.036, -0.268, 0.050, 0.302, 0.033, -0.013, 0.049, 0.105, 0.071, 0.095, 0.135, 0.179, 0.102, 0.031, 0.131, -0.027, 0.174, 0.130, 0.032, 0.155, 0.142, 0.155, 0.122, 0.007, 0.083, 0.146, -0.158, -0.146, 0.053, -0.079, -0.071, -0.136, 0.053, 0.400, 0.308, 0.166, -0.038, -0.112, -0.207, -0.169, 0.085, 0.113, 0.103, -0.008, 0.032, 0.060, 0.006, 0.053, 0.221, 0.237, 0.121, 0.032, 0.038, -0.247, 0.221, 0.005, -0.074, -0.018, 0.019, -0.132, 0.022, -0.089, -0.124, 0.048, 0.040, -0.089, -0.021, 0.077, 0.021, 0.078, 0.080, 0.124, 0.149, 0.114, 0.102, -0.046, 0.150, 0.146, 0.157, 0.138, 0.115, 0.121, 0.111, 0.040, -0.086, -0.001, 0.076, -0.105, 0.059, 0.050, -0.142, 0.056, 0.046, -0.069, 0.028

=====

Going through the records in order, we get E values of -440742.5647 -423852.1077 -145728.1168 eV.